Entry a
Here is an isolated molecule of C7H12S from the Open Molecules 2025 dataset. Energies are from ωB97M-V with the def2-TZVPD basis set.

Calculated values
Structure (SMILES) ... CSC1=CCC[C@@H]1C
HOMO-LUMO gap ... 0.341 Ha
Total charge ... 0
E_HOMO ... -8.39 eV
Multiplicity ... 1

Last column: Löwdin charge in e.
Atoms and positions in Å:
C1 -2.831 -0.168 0.612  -0.4585
C2 -0.232 -0.705 -0.298  -0.5936
C3 0.597 -1.764 -0.131  -0.1371
C4 2.069 -1.271 0.006  -0.2160
C5 1.913 0.245 0.254  -0.1724
C6 0.563 0.619 -0.631  -0.3349
C7 -0.300 1.846 -0.289  -0.0997
H1 -3.920 -0.583 0.598  0.0558
H2 -2.366 -0.338 1.617  0.0443
H3 -2.991 1.003 0.385  0.0682
H4 0.483 -2.833 0.237  0.1220
H5 2.508 -1.396 -1.158  0.1604
H6 2.738 -1.845 0.839  0.1415
H7 2.768 0.731 -0.187  0.0771
H8 1.719 0.637 1.344  0.1410
H9 0.843 0.701 -1.652  0.1109
H10 -0.498 1.929 0.784  0.0671
H11 -1.297 1.442 -0.767  0.0523
H12 0.126 2.783 -0.924  0.1243
S1 -1.891 -1.034 -0.639  0.8472

Entry b
Here is an isolated molecule of C7H12S from the Open Molecules 2025 dataset. Energies are from ωB97M-V with the def2-TZVPD basis set.

Calculated values
Structure (SMILES) ... CSC1=CCC[C@@H]1C
HOMO-LUMO gap ... 0.352 Ha
Total charge ... 0
E_HOMO ... -8.60 eV
Multiplicity ... 1

Last column: Löwdin charge in e.
Atoms and positions in Å:
C1 2.427 -0.803 0.544  -0.4017
C2 0.072 0.263 -0.362  -0.5888
C3 -0.124 1.589 -0.282  -0.1024
C4 -1.530 1.929 0.069  -0.1912
C5 -2.077 0.610 0.631  -0.1486
C6 -1.152 -0.499 0.001  -0.3858
C7 -0.975 -1.718 0.956  -0.0753
H1 3.421 -1.112 0.273  0.0203
H2 2.439 0.017 1.257  0.0443
H3 2.027 -1.630 1.097  0.0111
H4 0.624 2.293 -0.625  0.1047
H5 -2.092 2.247 -0.822  0.1145
H6 -1.628 2.793 0.750  0.1103
H7 -3.129 0.387 0.381  0.1155
H8 -1.912 0.564 1.711  0.1115
H9 -1.609 -0.857 -0.931  0.1393
H10 -0.237 -1.464 1.802  0.0961
H11 -0.517 -2.543 0.376  0.0717
H12 -2.018 -1.953 1.299  0.0857
S1 1.549 -0.436 -0.994  0.8688

Entry c
Here is an isolated molecule of C7H12S from the Open Molecules 2025 dataset. Energies are from ωB97M-V with the def2-TZVPD basis set.

Calculated values
Structure (SMILES) ... C[C@@H]1[C@@H]2CSC[C@H]1C2
HOMO-LUMO gap ... 0.340 Ha
Total charge ... 0
E_HOMO ... -8.36 eV
Multiplicity ... 1

Last column: Löwdin charge in e.
Atoms and positions in Å:
C1 -0.816 1.685 -0.603  -0.0758
C2 -0.969 0.239 -0.207  -0.3330
C3 -0.222 -0.971 -0.888  -0.2974
C4 1.120 -0.540 -1.351  -0.4430
C5 0.946 0.453 1.392  -0.4344
C6 -0.393 -0.216 1.149  -0.3360
C7 -0.219 -1.631 0.564  -0.0957
H1 0.245 1.970 -0.670  0.0496
H2 -1.080 2.241 0.327  0.0930
H3 -1.436 1.946 -1.446  0.0758
H4 -2.043 0.032 -0.194  0.1360
H5 -0.827 -1.530 -1.662  0.1486
H6 1.000 0.188 -2.196  0.0929
H7 1.765 -1.358 -1.609  0.0558
H8 1.437 0.049 2.263  0.0629
H9 0.823 1.546 1.607  0.0811
H10 -1.028 0.035 2.059  0.1575
H11 0.697 -2.199 0.795  0.1128
H12 -1.129 -2.232 0.711  0.1110
S1 2.129 0.293 -0.039  0.8381

Entry d
Here is an isolated molecule of C7H12S from the Open Molecules 2025 dataset. Energies are from ωB97M-V with the def2-TZVPD basis set.

Calculated values
Structure (SMILES) ... C=C(CC)C(=S)CC
HOMO-LUMO gap (spin up / spin down) ... 0.303 / 0.303 Ha
Total charge ... 0
E_HOMO (spin up / spin down) ... -8.28 / -8.28 eV
Multiplicity ... 1

Last column: Löwdin charge in e.
Atoms and positions in Å:
C1 -0.621 -1.010 -1.568  0.0441
C2 -0.183 -0.645 -0.369  -0.3864
C3 -1.112 0.166 0.381  -0.7582
C4 1.299 -1.817 1.484  -0.0859
C5 -0.462 2.108 -0.958  -0.0953
C6 1.292 -0.968 0.187  -0.1537
C7 -0.973 1.635 0.402  -0.2858
S1 -2.404 -0.595 1.104  0.7249
H1 0.021 -1.460 -2.314  0.0759
H2 -1.679 -0.946 -1.659  0.0581
H3 1.714 -2.801 1.319  0.0640
H4 0.403 -1.728 2.113  0.0664
H5 2.103 -1.413 2.119  0.0659
H6 0.734 1.864 -1.013  0.1394
H7 -0.523 3.109 -1.153  0.0285
H8 -1.011 1.633 -1.737  0.0576
H9 1.708 -1.376 -0.675  0.0675
H10 1.822 0.033 0.327  0.1189
H11 -1.862 2.237 0.821  0.1317
H12 -0.265 1.975 1.188  0.1224

Stability ranking, top and bottom: entry b is the most stable and entry a is the least stable.